[1]
The following is a quantum chemistry calculation of the molecule C6H14N2 in a non-equilibrium geometry, from the Open Molecules 2025 dataset.

- DFT total energy: -9426.9824 eV
- HOMO level: -8.33 eV
- HOMO-LUMO gap: 9.327 eV
- Relative energy (zero: lowest compared OMol25 entry of this formula, charge and spin): 57.7 kcal/mol

Geometry as ORCA input:
```
! wB97M-V def2-TZVPD RIJCOSX def2/J DEFGRID3
* xyz 0 1
C -1.2140 1.9952 -1.6152
C -1.5783 1.6885 -0.1862
C -0.4638 1.1112 0.7011
C 0.3279 -0.0397 0.1688
C -0.2648 -1.3380 -0.4336
C -0.4633 -2.1825 0.7535
N 1.5445 0.0446 0.3216
N 2.4103 -1.0262 0.3171
H -0.8799 3.0211 -1.6632
H -1.9991 1.8737 -2.3711
H -0.2671 1.5388 -2.0765
H -2.4184 1.0162 -0.1594
H -2.0213 2.6032 0.2815
H -1.0416 0.6914 1.6086
H 0.2065 1.8156 1.1226
H -1.1183 -1.1551 -1.1195
H 0.4413 -1.8240 -1.1674
H -1.1528 -1.7166 1.4855
H -1.0344 -3.0711 0.2794
H 0.4047 -2.5615 1.2771
H 3.1167 -0.8035 1.0479
H 2.0183 -1.9655 0.6540
*
```

Atomic partial charges in e from the natural (NBO) method, atoms 1 to 2: atom 1 (C): -0.63, atom 2 (C): -0.41

=====

[2]
The following is a quantum chemistry calculation of a cluster of 3 separate species, C6H14N2 in total in a non-equilibrium geometry, from the Open Molecules 2025 dataset.

- DFT total energy: -9423.7702 eV
- HOMO level (spin up / spin down): -6.97 / -7.41 eV
- HOMO-LUMO gap (spin up / spin down): 7.370 / 8.503 eV
- Relative energy (zero: lowest compared OMol25 entry of this formula, charge and spin): 131.8 kcal/mol

Geometry as ORCA input:
```
! wB97M-V def2-TZVPD RIJCOSX def2/J DEFGRID3
* xyz 0 1
C -0.0108 0.5120 0.4636
C 2.3967 0.1085 1.2033
C -0.6906 1.2232 1.5813
C -3.0932 -0.9648 -1.0255
C 3.1040 -0.1207 -0.0819
N 0.1437 -0.7660 0.4772
C -1.7264 -0.4198 -1.2628
N -1.0927 -0.1655 -2.2961
H 0.5891 -1.0688 -0.3884
H 0.3132 1.1258 -0.3810
H -1.5770 -0.3228 -3.1997
H 2.3029 1.1230 1.5720
H 2.3667 -0.6664 1.9551
H -1.6161 1.6693 1.2046
H -0.9243 0.5355 2.3927
H -0.0666 2.0398 1.9527
H -3.6221 -1.1750 -1.9701
H -3.6826 -0.2575 -0.4381
H -3.0227 -1.8843 -0.4411
H 3.1670 -1.1829 -0.3264
H 4.1328 0.2696 -0.0685
H 2.6091 0.3877 -0.9229
*
```

Atomic partial charges in e from the natural (NBO) method, atoms 1 to 2: atom 1 (C): 0.19, atom 2 (C): -0.32

=====

[3]
The following is a quantum chemistry calculation of the molecule C6H14N2 in a non-equilibrium geometry, from the Open Molecules 2025 dataset.

- DFT total energy: -9426.3957 eV
- HOMO level: -8.10 eV
- HOMO-LUMO gap: 9.180 eV
- Relative energy (zero: lowest compared OMol25 entry of this formula, charge and spin): 71.2 kcal/mol

Geometry as ORCA input:
```
! wB97M-V def2-TZVPD RIJCOSX def2/J DEFGRID3
* xyz 0 1
H 3.0720 1.6800 0.7248
N 2.3159 1.1123 0.2709
N 1.9020 0.2043 0.8909
C 0.4864 -0.5048 0.1687
C 0.7352 -0.6304 -1.3083
C 0.2415 -1.9421 0.6521
C -0.6950 0.4082 0.5443
C -1.9490 -0.0665 -0.1434
C -0.4227 1.8978 0.2474
H 0.0128 -0.9867 -1.9184
H 1.4895 -1.3416 -1.6025
H 1.0855 0.3215 -1.8525
H -0.1622 -1.9505 1.6320
H -0.4073 -2.3372 -0.1698
H 1.1900 -2.3221 0.6808
H -0.8886 0.3097 1.6751
H -1.7285 0.0906 -1.2643
H -2.8829 0.4256 0.1746
H -2.2175 -1.0694 0.0110
H -0.0229 2.4142 1.1533
H 0.2716 1.9497 -0.6236
H -1.4258 2.3374 0.0570
*
```

Atomic partial charges in e from the natural (NBO) method, atoms 1 to 2: atom 1 (H): 0.32, atom 2 (N): -0.35

=====

[4]
The following is a quantum chemistry calculation of a cluster of 2 separate species, C6H14N2 in total in a non-equilibrium geometry, from the Open Molecules 2025 dataset.

- DFT total energy: -9427.3031 eV
- HOMO level: -8.95 eV
- HOMO-LUMO gap: 10.000 eV
- Relative energy (zero: lowest compared OMol25 entry of this formula, charge and spin): 50.3 kcal/mol

Geometry as ORCA input:
```
! wB97M-V def2-TZVPD RIJCOSX def2/J DEFGRID3
* xyz 0 1
C -1.1585 1.7197 -1.0923
C -0.1405 0.9177 -1.4007
N 0.4958 0.9159 -2.6596
C -0.2473 0.6339 -3.6457
H -1.4765 2.4237 -1.8551
H -1.6720 1.7272 -0.1454
H 0.3258 0.3079 -0.6315
H 0.1560 0.6511 -4.6518
H -1.2958 0.3776 -3.4862
C -1.1363 -1.8791 1.1321
C -0.2066 -1.4214 2.2567
N 0.5668 -0.2389 1.8296
C 1.8632 -0.1572 2.4997
H -1.7643 -2.7250 1.4145
H -0.5515 -2.0791 0.2385
H -1.8733 -1.1046 0.9114
H 0.5323 -2.2054 2.4163
H -0.8083 -1.2079 3.1437
H 0.0114 0.5734 2.0586
H 2.3057 0.8114 2.2802
H 1.7962 -0.2802 3.5895
H 2.4919 -0.9582 2.1121
*
```

Atomic partial charges in e from the natural (NBO) method, atoms 1 to 2: atom 1 (C): -0.47, atom 2 (C): -0.04